Density functional theory data (the ωB97M-V functional and the def2-TZVPD basis) for a molecular structure, C52H62BN7P2RuS3.

The geometry in XYZ format:
```
128
Properties=species:S:1:pos:R:3:forces:R:3:mulliken_charge:R:1
Ru 1.630757 0.401960 -0.008834 -0.81 0.08 -0.48 -1.001
C -2.156045 4.035990 -1.328214 0.00 0.12 -0.07 -1.502
C -2.294733 2.558387 -1.427217 0.03 -0.34 0.05 -0.636
C -3.208902 1.913816 -2.209505 0.12 0.05 0.11 -0.570
C -3.282960 0.486741 -2.283682 0.06 0.04 0.05 0.142
N -2.522577 -0.260314 -1.537384 0.04 0.12 0.16 -0.716
N -1.645424 0.381789 -0.722536 -0.38 0.33 -0.43 1.148
B -1.037647 -0.438289 0.328491 0.98 0.09 0.07 0.237
N -1.033763 -1.918214 0.094119 -0.06 -0.13 0.15 0.939
N -2.120052 -2.502095 0.607128 -0.01 -0.01 0.00 -0.656
C -2.322297 -3.767591 0.324119 0.07 0.04 -0.01 -0.329
C -1.398639 -4.472719 -0.489547 0.05 0.07 0.02 -0.482
C -0.271767 -3.872607 -0.987144 -0.19 0.24 0.13 0.323
C 0.745854 -4.590063 -1.805223 0.05 -0.03 -0.05 -1.766
C -0.106930 -2.502293 -0.647074 -0.12 -0.19 -0.14 0.395
S 1.306683 -1.607879 -1.084441 0.20 -0.20 -0.17 0.194
C -3.570389 -4.388778 0.927910 0.01 -0.05 0.03 2.278
C -3.485843 -4.240551 2.453671 -0.05 0.03 0.01 -1.430
C -3.694646 -5.868464 0.566584 -0.02 0.01 0.01 -2.290
C -4.791557 -3.627358 0.395262 -0.03 -0.02 0.01 -1.330
N -1.204911 -0.026726 1.775982 -0.31 -0.03 0.10 1.072
N -2.472141 0.248545 2.066373 0.03 0.03 -0.05 -0.627
C -2.776830 0.502360 3.320586 0.04 0.02 0.00 -0.573
C -1.776341 0.458829 4.317615 0.06 -0.01 -0.02 -0.409
C -0.466452 0.182549 4.009279 -0.13 -0.03 -0.35 0.192
C 0.624929 0.141740 5.022763 0.06 -0.01 0.07 -1.750
C -0.197287 -0.042408 2.637824 -0.10 -0.04 0.18 0.582
S 1.406700 -0.375649 2.023254 0.28 -0.18 0.59 -0.237
C -4.233520 0.839023 3.581095 -0.01 0.03 0.07 2.313
C -4.584323 2.082666 2.751309 -0.05 -0.01 -0.02 -1.595
C -5.089655 -0.351617 3.131454 -0.04 -0.01 -0.03 -1.507
C -4.491645 1.124906 5.059653 -0.02 -0.01 -0.01 -2.218
C -1.415444 1.707619 -0.694404 -0.33 -0.41 -0.10 1.609
S -0.070662 2.221362 0.211106 0.26 0.20 0.00 -0.535
C -4.265484 -0.183502 -3.220455 0.02 -0.05 0.02 1.974
C -3.976262 0.283759 -4.652975 -0.02 -0.03 -0.01 -1.738
C -4.139447 -1.703217 -3.141668 -0.02 -0.01 -0.03 -1.863
C -5.682918 0.234866 -2.805316 -0.05 0.00 -0.01 -1.592
H -2.818431 4.535066 -2.031188 -0.01 0.02 0.01 0.492
H -1.126641 4.334391 -1.534087 0.00 0.01 0.00 0.173
H -2.398834 4.373023 -0.319374 0.00 0.02 0.03 0.329
H -3.895588 2.489096 -2.814447 0.00 0.08 -0.02 0.547
H -1.576147 -5.518459 -0.694977 0.00 -0.02 -0.03 0.652
H 0.421872 -5.607234 -2.011910 0.02 0.00 0.00 0.431
H 1.699135 -4.622363 -1.274089 0.02 0.00 -0.01 0.327
H 0.919335 -4.076628 -2.751795 0.01 0.00 -0.02 0.418
H -2.642277 -4.799271 2.860918 0.03 -0.01 0.01 0.374
H -4.395852 -4.633740 2.905193 -0.01 -0.02 0.01 0.456
H -3.386914 -3.193134 2.739871 -0.01 0.02 0.00 0.081
H -2.871796 -6.462019 0.967984 0.03 0.00 0.00 0.470
H -3.754803 -6.025914 -0.511443 -0.01 0.00 -0.03 0.483
H -4.613805 -6.262020 0.997579 -0.01 0.00 0.02 0.400
H -4.723067 -2.563219 0.619327 0.02 0.03 0.01 0.152
H -5.692633 -4.020338 0.864884 -0.02 -0.01 0.00 0.508
H -4.896046 -3.753218 -0.683064 0.00 -0.02 -0.02 0.328
H -2.045476 0.663706 5.344173 -0.01 0.00 0.02 0.682
H 0.237543 0.359058 6.014793 0.01 0.00 0.01 0.435
H 1.399359 0.871747 4.780794 0.02 0.00 0.01 0.322
H 1.095649 -0.842475 5.042154 0.02 -0.01 0.01 0.390
H -4.427893 1.902558 1.687736 0.01 -0.01 -0.03 0.235
H -3.988012 2.944103 3.055435 0.03 0.02 0.01 0.401
H -5.633561 2.332557 2.902980 -0.02 0.01 0.01 0.441
H -4.914224 -0.591155 2.083029 0.01 0.01 -0.02 0.180
H -6.143219 -0.104690 3.256159 -0.02 0.00 0.01 0.476
H -4.882305 -1.238369 3.732313 0.02 -0.02 0.01 0.353
H -3.927164 1.986748 5.417905 0.03 0.03 0.01 0.486
H -4.267188 0.264392 5.691522 0.01 -0.03 0.01 0.461
H -5.547108 1.354072 5.196350 -0.02 0.01 0.00 0.397
H -2.986652 -0.036046 -4.978557 0.06 -0.01 -0.02 0.383
H -4.043624 1.366056 -4.761951 -0.01 0.04 0.00 0.356
H -4.710035 -0.153781 -5.328570 -0.01 -0.02 -0.01 0.471
H -3.124075 -2.034556 -3.360589 0.02 0.00 -0.02 0.296
H -4.808005 -2.153721 -3.874291 -0.02 0.00 0.00 0.548
H -4.415803 -2.073528 -2.154849 0.02 0.01 0.03 0.215
H -5.862611 1.299817 -2.954851 0.01 0.03 0.01 0.371
H -5.876498 -0.007281 -1.759515 -0.01 -0.01 0.03 0.298
H -6.409230 -0.302741 -3.413857 -0.01 0.00 -0.02 0.476
C 5.661596 1.874115 -1.294466 0.01 -0.03 -0.01 -0.960
N 4.324863 1.372496 -0.953392 0.02 0.05 -0.01 0.768
P 3.928664 -0.173429 -0.395267 0.16 -0.02 0.24 2.540
C 5.021884 -0.550781 0.985896 0.07 -0.03 -0.06 0.829
C 6.206672 -1.266384 0.784011 -0.06 -0.03 -0.07 -0.590
C 7.101444 -1.439675 1.826657 0.01 0.01 0.07 -0.807
C 6.831039 -0.895521 3.073878 -0.01 0.00 0.00 -0.643
C 5.667083 -0.165117 3.278210 0.05 -0.03 0.00 -1.037
C 4.769695 0.009098 2.239935 -0.04 0.09 -0.02 -0.310
C 4.343318 -1.316279 -1.716047 0.02 0.04 -0.03 0.480
C 4.463493 -2.680548 -1.441701 -0.05 0.00 0.04 -0.516
C 4.757250 -3.565901 -2.462358 0.01 -0.04 -0.06 -0.877
C 4.927404 -3.101286 -3.761690 0.00 -0.01 0.01 -0.735
C 4.803927 -1.748440 -4.041215 0.01 -0.05 -0.01 -0.863
C 4.509687 -0.855965 -3.022436 -0.03 0.05 0.07 -0.828
P 2.968230 2.291067 -0.602139 -0.08 0.10 -0.02 0.705
C 3.333370 3.602660 0.548149 0.06 0.01 -0.03 0.558
C 2.888083 3.504925 1.865399 -0.07 -0.03 0.04 -0.050
C 3.224586 4.485998 2.783091 0.02 0.03 0.00 -1.052
C 4.015693 5.557456 2.390779 -0.01 -0.01 0.02 -0.669
C 4.471746 5.655756 1.082335 -0.01 -0.01 0.00 -0.875
C 4.131973 4.683492 0.157180 -0.01 -0.05 -0.04 -0.367
C 2.278113 2.945610 -2.124648 0.07 0.01 0.04 1.428
C 2.047372 2.029086 -3.155326 0.09 -0.11 0.02 -0.553
C 1.391570 2.429642 -4.305174 -0.03 0.05 -0.05 -1.153
C 0.968297 3.746773 -4.436644 0.01 0.01 -0.02 -0.634
C 1.188623 4.658408 -3.413123 -0.01 0.00 -0.01 -0.738
C 1.829290 4.259280 -2.249977 -0.01 -0.02 0.09 -0.821
H 6.327140 1.028838 -1.463252 -0.01 0.00 0.00 0.387
H 6.063339 2.479682 -0.481380 0.01 -0.01 -0.01 0.291
H 5.616704 2.464550 -2.209748 0.00 0.01 0.00 0.374
H 6.434764 -1.692379 -0.183726 0.02 0.03 0.02 0.483
H 8.013312 -1.997167 1.663876 0.01 0.00 -0.01 0.473
H 7.531991 -1.033261 3.885822 0.00 0.00 0.01 0.431
H 5.465533 0.271582 4.246462 0.00 0.01 0.02 0.494
H 3.883364 0.606544 2.407068 -0.02 0.01 -0.02 -0.059
H 4.350749 -3.048039 -0.428503 -0.03 0.00 0.00 0.691
H 4.871171 -4.619026 -2.245250 0.00 -0.03 0.00 0.543
H 5.170197 -3.795568 -4.554243 0.00 -0.01 -0.02 0.451
H 4.951322 -1.386243 -5.048934 0.00 0.01 -0.02 0.516
H 4.428948 0.199753 -3.248435 0.04 0.00 0.02 0.280
H 2.272617 2.664380 2.171868 0.01 0.01 -0.01 0.116
H 2.874588 4.418559 3.803908 -0.01 0.00 0.01 0.493
H 4.280910 6.321422 3.108646 0.00 0.01 0.01 0.444
H 5.090674 6.490747 0.785004 0.01 0.01 -0.01 0.479
H 4.488845 4.767162 -0.862742 -0.02 0.01 -0.01 0.522
H 2.395200 1.001395 -3.075068 -0.04 0.08 0.03 0.009
H 1.225321 1.724300 -5.106633 -0.01 -0.04 -0.04 0.566
H 0.475204 4.066213 -5.344938 -0.01 0.00 -0.01 0.472
H 0.865438 5.684822 -3.521858 0.00 0.01 -0.01 0.492
H 1.972898 4.968136 -1.445519 0.03 0.01 0.01 0.484
```
Forces are in eV/Å.

Results
- Net charge: +3
- Kohn-Sham gap (alpha / beta): 0.231 / 0.227 hartree
- Highest occupied orbital energy (alpha / beta): -15.449 / -15.436 eV
- Spin multiplicity: 2